Below is a cluster of 2 separate species, C20H24N4O4 in total, with properties calculated with ωB97M-V/def2-TZVPD.

Each line ends with the Mulliken charge.
Atoms and positions in Å:
C1 2.1765 -4.9724 -1.0388  -1.7441
H1 3.0771 -5.1654 -0.5663  0.4671
H2 1.4276 -5.7131 -1.2453  0.4586
H3 2.5303 -4.6316 -2.1260  0.3066
C2 1.7610 -3.7360 -0.4375  1.4051
C3 2.5568 -2.6698 -0.2430  -0.9122
H4 3.4593 -2.9794 0.4135  0.3461
H5 2.7949 -2.3125 -1.4500  0.2284
H6 2.0418 -1.8375 0.0853  0.0950
C4 1.1358 -4.2179 1.0238  -1.6129
H7 1.8136 -4.6994 1.5050  0.7185
H8 0.4027 -5.2002 0.7952  0.2316
H9 0.8160 -3.3497 1.5103  0.3778
O1 0.3020 -3.5424 -1.2232  -0.3223
C5 -0.3739 -2.5439 -1.0022  0.5540
O2 -0.4147 -1.9535 0.2054  -0.6268
C6 -1.4158 -2.3620 -1.8589  -0.6846
N1 -2.4554 -1.4631 -1.5325  -0.0155
C7 -2.2430 -0.0300 -1.8088  -0.0519
O3 -1.2559 0.2238 -2.2501  -0.4572
C8 -3.0446 0.7365 -1.0899  0.9725
C9 -3.1012 1.9230 -0.5655  0.3473
N2 -4.3266 2.3637 -0.1117  -0.1510
C10 -5.0643 1.1875 0.0004  -0.5541
N3 -4.3758 0.2934 -0.9432  -0.7600
H10 -6.0141 1.3307 0.2417  0.4003
H11 -4.3030 3.4019 0.2798  0.3580
C11 -2.1304 3.1755 -0.8981  0.3240
O4 -2.3819 4.2075 -0.9937  -0.3843
N4 -0.7149 2.9283 -0.4618  0.2083
C12 -0.2613 1.6626 -0.1012  -1.0967
C13 0.9399 1.9003 0.9582  -0.4465
C14 1.3370 3.1667 1.3221  0.9988
C15 2.4884 3.3021 2.3423  -0.8841
C16 2.8693 2.1717 3.0496  -0.7790
C17 2.0675 0.9111 2.6972  -0.5266
C18 1.3555 0.8548 1.6306  0.5450
H12 0.7333 -0.2350 1.7978  -0.0177
H13 2.5675 0.0403 3.3052  0.2036
H14 3.4541 2.1403 3.7924  0.6723
H15 2.7493 4.3234 2.6879  0.3099
C19 0.7867 4.1497 0.7228  -0.7070
C20 0.3535 3.8297 -0.7369  -0.8578
H16 -0.0594 4.7414 -1.1964  0.4316
H17 1.0877 3.3947 -1.5225  0.2198
H18 1.7269 5.2193 0.4155  0.2055
H19 0.1830 4.9657 1.2379  0.2781
H20 -0.9364 1.2298 0.5230  0.9749
H21 0.2171 1.1019 -0.9500  0.1141
H22 -3.2755 -1.8086 -1.0056  0.2903
H23 -2.0299 -3.3683 -2.2203  0.3283
H24 -1.0340 -2.0854 -2.9634  0.2209

charge	0
HOMO	-8.1	eV
multiplicity	1
HOMO-LUMO gap	8.6417	eV
energy	-1295.95480	a.u.

Below is the molecule C20H24N4O4S, with properties calculated with ωB97M-V/def2-TZVPD.

Each line ends with the Mulliken charge.
Atoms and positions in Å:
C1 -1.0095 3.3666 -1.0310  -0.8371
C2 0.0251 3.4340 -2.1441  -0.4393
H1 0.7102 4.2713 -1.9928  0.3451
H2 -0.4681 3.5224 -3.1176  0.3723
O1 0.8549 2.2710 -2.1547  -0.2013
C3 0.4651 1.2413 -2.9005  0.2557
O2 -0.5055 1.2294 -3.6085  -0.6562
C4 1.4573 0.0893 -2.8516  0.3639
C5 2.4999 0.2031 -3.9652  -0.9303
C6 3.3465 1.4659 -3.8748  -1.0858
H3 3.8520 1.5150 -2.9131  0.3239
H4 4.0972 1.4643 -4.6610  0.4073
H5 2.7331 2.3560 -3.9881  0.2451
H6 1.9657 0.1795 -4.9181  0.3809
H7 3.1484 -0.6745 -3.9173  0.3968
H8 0.8880 -0.8359 -2.9691  0.5761
S1 2.2610 0.0088 -1.2111  -0.4282
C7 0.8033 0.0280 -0.2856  -0.1812
N1 -0.3933 -0.0554 -0.8472  -0.3747
C8 -1.2608 0.0215 0.1836  0.8931
C9 -0.5817 0.1646 1.3855  0.5916
N2 0.7601 0.1787 1.0534  0.2316
C10 1.8527 0.0848 1.9838  -1.1745
H9 2.6941 0.6690 1.6010  0.4679
H10 1.5023 0.4994 2.9312  0.5088
C11 2.2636 -1.3882 2.1723  -1.0488
C12 1.0433 -2.2027 2.5024  0.3612
C13 0.5495 -2.2418 3.7996  -0.2614
C14 -0.6381 -2.8935 4.0784  -0.5957
C15 -1.3495 -3.5087 3.0623  -0.5134
C16 -0.8572 -3.4880 1.7688  -0.8055
C17 0.3340 -2.8409 1.4923  0.0457
H11 0.7132 -2.8248 0.4793  0.4092
H12 -1.4040 -3.9711 0.9720  0.4433
H13 -2.2843 -4.0050 3.2771  0.3980
H14 -1.0154 -2.9096 5.0898  0.4039
H15 1.0893 -1.7453 4.5919  0.3862
H16 2.7239 -1.7498 1.2507  0.3610
H17 2.9972 -1.4408 2.9769  0.5614
C18 -1.2670 0.3069 2.6311  -0.4978
O3 -0.8048 0.4955 3.7375  -0.6542
N3 -2.6440 0.2199 2.4231  0.0655
C19 -3.3640 0.0593 1.2520  0.3645
O4 -4.5717 0.0110 1.2518  -0.6893
N4 -2.6160 -0.0200 0.0974  0.1571
C20 -3.2737 -0.1932 -1.1809  -1.0133
H18 -2.6142 0.1773 -1.9629  0.3517
H19 -3.4855 -1.2490 -1.3579  0.3004
H20 -4.2134 0.3565 -1.1666  0.3608
H21 -3.2175 0.2929 3.2562  0.2658
H22 -1.5814 4.2896 -1.0106  0.4986
H23 -1.6881 2.5353 -1.2030  0.1032
H24 -0.5217 3.2303 -0.0681  0.1904

charge	0
HOMO	-8.0	eV
multiplicity	1
SMILES	CCOC(=O)[C@@H](CC)Sc1nc2c(c(=O)[nH]c(=O)n2C)n1CCc1ccccc1
HOMO-LUMO gap	8.5021	eV
energy	-1694.80123	a.u.

Below is a structure of composition C20H24N7OReS, with properties calculated with ωB97M-V/def2-TZVPD.

Each line ends with the Mulliken charge.
Atoms and positions in Å:
Re1 -0.2437 0.0423 -0.2092  1.1469
C1 1.5666 -1.6220 3.3453  -1.4150
C2 0.6580 -1.1852 2.2674  0.8276
N1 1.0924 -0.5524 1.1828  0.9083
N2 2.3894 -0.2815 1.0085  -1.2525
C3 2.6074 0.3626 -0.1358  0.4941
O1 1.6044 0.6566 -0.9296  -0.7499
C4 3.9680 0.7056 -0.4963  0.7104
C5 4.2435 1.1942 -1.7798  -0.3943
C6 5.5452 1.4860 -2.1357  -0.6892
C7 6.5758 1.3277 -1.2146  -0.3892
C8 6.3046 0.8535 0.0659  -0.7514
C9 5.0099 0.5482 0.4307  -0.2170
C10 -0.7843 -1.3931 2.2731  0.6678
C11 -1.4266 -2.1271 3.2524  -0.7315
C12 -2.8107 -2.2717 3.2048  -0.4236
C13 -3.5164 -1.6678 2.1753  -0.8310
C14 -2.8204 -0.9610 1.2104  0.1786
N3 -1.4851 -0.8309 1.2353  -0.2215
H1 2.5652 -1.2413 3.1593  0.3265
H2 1.6139 -2.7139 3.4030  0.4021
H3 1.2235 -1.2647 4.3191  0.4264
H4 3.4374 1.3339 -2.4882  0.3954
H5 5.7613 1.8297 -3.1381  0.4217
H6 7.5890 1.5814 -1.4950  0.4287
H7 7.1071 0.7359 0.7809  0.4295
H8 4.7820 0.2160 1.4328  0.4433
H9 -0.8493 -2.5856 4.0433  0.4973
H10 -3.3269 -2.8454 3.9637  0.4842
H11 -4.5937 -1.7342 2.1204  0.4419
H12 -3.3482 -0.4836 0.3946  0.4928
C15 -2.4883 6.0045 -3.3109  -1.3974
C16 -2.6446 5.0060 -2.2276  0.7768
C17 -3.2732 5.2389 -1.0237  -0.7308
C18 -3.3106 4.2324 -0.0567  0.8306
N4 -2.7059 3.0434 -0.2824  -0.3023
C19 -2.1375 2.8321 -1.4347  0.2121
S1 -1.4576 1.2738 -1.8357  -0.4827
N5 -2.1049 3.7727 -2.4080  0.0105
C20 -3.9960 4.4020 1.2438  -1.2444
H13 -3.1557 6.8488 -3.1632  0.3852
H14 -2.6717 5.5713 -4.2955  0.4192
H15 -1.4615 6.3828 -3.3040  0.3516
H16 -3.7402 6.1962 -0.8419  0.4308
H17 -1.6770 3.5547 -3.3017  0.3040
H18 -4.6293 5.2847 1.2628  0.3944
H19 -3.2492 4.4921 2.0376  0.3132
H20 -4.5878 3.5147 1.4668  0.3489
N6 0.4826 -2.8185 -0.8832  -0.4396
N7 0.0441 -1.6663 -1.5609  -0.4863
H21 1.4901 -2.9017 -0.8908  0.2416
H22 0.0376 -3.6676 -1.2081  0.2701
H23 -0.8495 -1.8462 -2.0174  0.4022
H24 0.6823 -1.3448 -2.2935  0.3352

charge	+3
HOMO (alpha / beta)	-16.2 / -16.2	eV
multiplicity	4
expectation value of S²	3.814
HOMO-LUMO gap (alpha / beta)	4.9333 / 4.7052	eV
energy	-1710.54604	a.u.

Computed ΔE to the lowest compared entry with this formula, charge and spin (kcal per mole) in order:
400.0, 0.0, 17.4